Below is C32H85Li4N5O15 as an isolated structure at a distorted geometry, with properties calculated with the ωB97M-V functional and the def2-TZVPD basis.

Values from the calculation:
**E_HOMO (alpha / beta)**: -6.91 / -10.01 eV
**Net charge**: +1
**Electronic energy**: -2702.318801 hartree
**Multiplicity**: 2
**F_max**: 3.804 eV/Å
**Expectation value of S²**: 0.751

Last column: Mulliken charge in e.
Positions of all 141 atoms, in Å:
Li (-2.357, -3.273, -0.344)  0.633
Li (-0.132, -3.475, 2.319)  -0.018
Li (2.146, -2.938, 4.364)  0.571
Li (0.507, -4.923, -0.120)  0.371
O (1.341, -1.926, 2.748)  -0.094
C (1.596, -1.491, 1.451)  0.133
C (0.428, -1.772, 0.334)  3.245
O (-0.302, -2.993, 0.076)  -1.714
H (2.487, -1.990, 1.071)  -0.389
H (1.911, -0.450, 1.386)  0.308
H (0.888, -1.565, -0.633)  -1.710
H (-0.261, -0.929, 0.386)  -0.422
C (-0.742, 1.163, -2.286)  0.183
O (-0.809, 2.588, -2.232)  -0.344
C (-2.148, 2.965, -2.575)  -0.291
C (-2.283, 4.465, -2.733)  -0.775
N (-1.610, 4.920, -3.951)  -0.382
C (-1.390, 6.388, -4.040)  -0.756
C (-2.577, 7.199, -4.561)  -0.628
O (-3.503, 7.423, -3.424)  -0.259
C (-4.639, 8.219, -3.587)  -0.763
H (0.236, 0.716, -2.107)  -0.171
H (-1.000, 0.860, -3.301)  0.791
H (-1.376, 0.546, -1.648)  -0.657
H (-2.875, 2.601, -1.849)  0.153
H (-2.509, 2.541, -3.512)  0.373
H (-1.662, 4.943, -1.975)  0.315
H (-3.267, 4.932, -2.679)  0.427
H (-0.742, 4.415, -4.063)  0.216
H (-0.626, 6.470, -4.813)  0.450
H (-0.954, 6.808, -3.134)  0.377
H (-2.992, 6.703, -5.439)  0.339
H (-2.272, 8.205, -4.851)  0.448
H (-5.221, 7.855, -4.434)  0.317
H (-4.301, 9.205, -3.908)  0.290
H (-5.334, 8.332, -2.756)  0.246
C (-3.235, -4.981, -6.342)  -0.788
O (-3.089, -4.951, -4.918)  -0.312
C (-4.157, -4.279, -4.224)  -0.503
C (-3.892, -4.329, -2.721)  -1.077
N (-2.616, -3.689, -2.317)  -0.253
C (-2.446, -2.302, -2.682)  0.352
C (-3.373, -1.342, -1.989)  -0.134
O (-3.082, -1.396, -0.629)  -0.494
C (-3.644, -0.374, 0.140)  -0.560
H (-2.381, -5.495, -6.782)  0.252
H (-3.141, -3.952, -6.690)  0.330
H (-4.102, -5.557, -6.664)  0.308
H (-5.107, -4.706, -4.545)  0.555
H (-4.082, -3.236, -4.532)  0.273
H (-3.955, -5.377, -2.431)  0.467
H (-4.742, -3.855, -2.230)  0.344
H (-1.958, -4.288, -2.795)  0.308
H (-2.452, -2.086, -3.750)  0.528
H (-1.413, -2.036, -2.457)  -0.848
H (-4.366, -1.760, -2.152)  0.429
H (-3.216, -0.321, -2.337)  0.369
H (-3.388, 0.608, -0.259)  -0.055
H (-3.294, -0.480, 1.167)  0.240
H (-4.730, -0.458, 0.110)  0.430
C (6.648, -4.303, -3.339)  -0.868
O (5.651, -3.564, -2.640)  -0.249
C (6.162, -2.458, -1.931)  -0.755
C (4.936, -1.592, -1.416)  -0.409
N (4.326, -0.944, -2.597)  -0.332
C (3.183, -0.030, -2.261)  0.911
C (2.657, 0.807, -3.448)  -0.925
O (1.968, 0.023, -4.422)  -0.232
C (1.925, 0.749, -5.641)  -0.808
H (7.138, -3.720, -4.119)  0.331
H (6.417, -5.289, -3.743)  0.277
H (7.423, -4.657, -2.659)  0.324
H (6.794, -1.934, -2.648)  0.377
H (6.788, -2.830, -1.121)  0.415
H (5.273, -0.815, -0.731)  0.431
H (4.147, -2.081, -0.843)  0.138
H (3.926, -1.681, -3.160)  0.300
H (3.614, 0.747, -1.629)  0.410
H (2.409, -0.559, -1.705)  -1.194
H (3.624, 1.160, -3.806)  0.571
H (2.111, 1.692, -3.122)  0.447
H (2.926, 0.975, -6.009)  0.329
H (1.371, 1.651, -5.380)  0.266
H (1.507, 0.293, -6.539)  0.277
C (-6.401, 0.982, 3.047)  -0.689
O (-5.379, 1.812, 3.607)  -0.431
C (-4.092, 1.479, 3.105)  0.230
C (-3.148, 2.458, 3.869)  -0.874
N (-1.750, 2.203, 3.549)  0.008
C (-1.560, 2.261, 2.055)  0.411
C (-0.052, 2.278, 1.660)  0.455
O (0.572, 3.532, 1.533)  -0.497
C (0.528, 4.424, 2.598)  -0.584
H (-7.469, 1.172, 3.156)  0.324
H (-6.209, -0.039, 3.378)  0.313
H (-6.240, 0.898, 1.972)  0.164
H (-4.162, 1.698, 2.039)  0.111
H (-3.876, 0.411, 3.145)  0.315
H (-3.255, 2.280, 4.939)  0.371
H (-3.459, 3.464, 3.586)  0.325
H (-1.494, 1.242, 3.724)  0.263
H (-1.943, 3.227, 1.729)  0.660
H (-2.041, 1.497, 1.443)  -1.056
H (0.082, 1.807, 0.686)  -0.273
H (0.595, 1.681, 2.302)  0.002
H (-0.505, 4.769, 2.574)  0.277
H (1.061, 5.339, 2.340)  0.285
H (0.805, 3.972, 3.550)  0.121
C (1.797, 2.138, 6.783)  -0.711
O (2.408, 0.822, 6.704)  -0.423
C (1.561, -0.309, 6.958)  -0.215
C (2.215, -1.671, 6.906)  -0.790
N (3.128, -1.829, 5.773)  -0.157
C (4.092, -2.956, 5.962)  -0.875
C (4.831, -3.355, 4.694)  -0.387
O (3.975, -3.797, 3.591)  -0.261
C (4.493, -4.022, 2.334)  -0.838
H (2.619, 2.790, 6.485)  0.262
H (1.494, 2.327, 7.813)  0.337
H (0.952, 2.235, 6.102)  0.258
H (0.697, -0.298, 6.294)  0.066
H (1.187, -0.165, 7.972)  0.454
H (1.433, -2.418, 6.771)  0.260
H (2.634, -1.876, 7.891)  0.362
H (3.592, -0.954, 5.573)  0.239
H (3.448, -3.788, 6.249)  0.418
H (4.768, -2.727, 6.787)  0.414
H (5.553, -4.156, 4.854)  0.452
H (5.350, -2.458, 4.356)  0.373
H (3.662, -4.263, 1.671)  0.100
H (5.091, -4.934, 2.348)  0.400
H (5.146, -3.212, 2.010)  0.372
O (-0.859, -0.574, 3.962)  -0.511
H (0.078, -0.625, 3.778)  0.341
H (-1.183, -1.462, 3.810)  0.111
O (0.901, -3.058, -2.707)  -0.642
H (0.612, -2.418, -3.357)  0.387
H (0.402, -2.842, -1.919)  0.114
O (3.220, 0.500, 3.763)  -0.692
H (2.615, -0.194, 3.500)  0.289
H (2.761, 0.966, 4.461)  0.251